No. 1
{
  "formula": "C17H30Br2N5O10",
  "method": "ωB97M-V with the def2-TZVPD basis set",
  "gap_ev": 8.696,
  "fmax_ha_per_bohr": 0.0682,
  "spin_multiplicity": 1,
  "total_charge": 1,
  "lumo_ev": -3.56,
  "elements": ["C", "C", "O", "N", "C", "C", "N", "C", "N", "N", "N", "C", "Br", "C", "C", "Br", "H", "H", "H", "H", "H", "H", "H", "H", "H", "H", "H", "H", "C", "O", "C", "O", "O", "C", "H", "H", "H", "H", "H", "H", "C", "O", "C", "O", "O", "C", "H", "H", "H", "H", "H", "H", "C", "O", "C", "O", "O", "C", "H", "H", "H", "H", "H", "H"],
  "xyz": [[5.2507, -0.7388, -1.1819], [4.8582, 0.7582, -1.1133], [5.5944, 1.6004, -0.7505], [3.5202, 1.1153, -1.5631], [2.7789, 1.9407, -0.5829], [2.7817, 0.0351, -2.0245], [1.9058, -0.6624, -1.2483], [1.4703, -1.6381, -2.1101], [0.5984, -2.5668, -1.6744], [2.0310, -1.5045, -3.3090], [2.8619, -0.4503, -3.2721], [3.6393, -0.0876, -4.4061], [4.5687, -1.5600, -5.2802], [3.7612, 1.1322, -4.9251], [4.6162, 1.4177, -6.1640], [2.8187, 2.6248, -4.1633], [5.2446, -1.1251, -2.2208], [4.5614, -1.3347, -0.5523], [6.2784, -0.8508, -0.8049], [3.3254, 2.8889, -0.4669], [1.7879, 2.1962, -1.0066], [2.5974, 1.4488, 0.3857], [0.8673, -3.5403, -1.7394], [-0.2774, -2.2995, -1.2427], [1.8767, -2.1103, -4.1096], [4.0981, 1.0357, -7.0593], [5.5931, 0.9190, -6.0120], [4.8415, 2.4913, -6.2816], [1.8906, -0.5116, 1.7936], [1.7775, -1.7054, 2.5725], [0.5203, -2.0098, 2.8983], [-0.4516, -1.3829, 2.5596], [0.5298, -3.1165, 3.6370], [-0.7652, -3.5611, 4.0525], [2.9475, -0.3609, 1.5770], [1.3509, -0.6037, 0.8511], [1.5279, 0.3487, 2.3589], [-1.3852, -3.8013, 3.1890], [-1.2490, -2.8087, 4.6742], [-0.6248, -4.4631, 4.6426], [-2.0824, 2.7056, -2.3238], [-2.4339, 2.2282, -1.0250], [-2.2806, 0.9139, -0.8601], [-1.8799, 0.1360, -1.6963], [-2.6409, 0.6061, 0.3830], [-2.5273, -0.7818, 0.6964], [-2.2496, 3.7800, -2.3312], [-1.0291, 2.5142, -2.5325], [-2.7129, 2.2487, -3.0858], [-1.4957, -1.1099, 0.6080], [-3.1785, -1.3756, 0.0530], [-2.8440, -0.9173, 1.7259], [-8.3623, 0.8709, 4.3029], [-7.1733, 1.6285, 4.5326], [-6.0465, 0.9940, 4.2059], [-5.9656, -0.1193, 3.7525], [-5.0204, 1.8087, 4.4691], [-3.7443, 1.2516, 4.1647], [-9.2044, 1.4890, 4.6049], [-8.4668, 0.6303, 3.2453], [-8.3619, -0.0376, 4.9043], [-3.6668, 1.0257, 3.1010], [-3.5618, 0.3579, 4.7619], [-2.9898, 1.9936, 4.4163]],
  "forces_ev_per_a": [[-0.031, 0.292, -0.001], [-0.169, -1.607, -1.143], [0.661, 1.120, 0.747], [-0.023, -1.387, 0.498], [-0.628, 0.999, -0.280], [-0.793, 0.331, 1.938], [0.728, 0.065, -3.428], [-0.204, 1.516, 2.657], [0.159, -0.984, -0.959], [-0.995, -1.535, -0.021], [0.836, 0.521, -0.530], [0.487, -0.418, -0.457], [-0.626, 0.512, 0.753], [-0.079, 0.839, -0.365], [0.224, 0.173, 0.816], [0.318, -0.682, -0.603], [-0.141, 0.205, 0.506], [0.316, 0.217, -0.378], [-0.481, 0.193, -0.084], [-0.108, -0.532, 0.122], [0.549, -0.202, 0.110], [0.368, 0.138, -0.440], [-0.497, 0.193, -0.128], [0.332, 0.112, 0.117], [0.297, 0.393, -0.094], [0.332, 0.112, 0.327], [-0.553, 0.107, -0.368], [-0.427, -0.488, 0.118], [-0.111, 0.222, 0.023], [0.076, 0.027, -0.015], [0.221, -0.239, 0.145], [0.050, -0.078, 0.203], [0.040, 0.169, -0.139], [-0.297, -0.192, 0.186], [0.036, -0.270, 0.151], [0.018, 0.040, 0.436], [-0.069, -0.062, -0.005], [-0.004, 0.143, 0.019], [-0.015, 0.039, -0.143], [0.229, 0.063, -0.062], [-0.004, 0.225, -0.260], [0.080, -0.168, -0.038], [-0.154, 0.128, 0.313], [0.183, 0.026, 0.040], [0.073, 0.114, -0.288], [-0.285, -0.506, -0.014], [-0.064, -0.062, 0.220], [-0.062, -0.125, -0.039], [0.117, -0.092, 0.024], [-0.050, 0.056, -0.043], [0.043, 0.101, -0.083], [0.052, 0.237, -0.021], [-0.347, -0.105, -0.017], [0.140, -0.017, -0.020], [-0.076, 0.124, 0.055], [0.033, 0.089, 0.018], [-0.078, -0.021, -0.001], [0.372, -0.077, -0.052], [0.191, 0.145, 0.048], [0.094, -0.104, 0.061], [0.082, -0.028, -0.125], [-0.058, -0.095, 0.056], [-0.083, -0.051, -0.123], [-0.225, 0.139, 0.061]]
}

***

No. 2
{
  "formula": "C48H40CaFN5S4",
  "method": "ωB97M-V with the def2-TZVPD basis set",
  "gap_ev": 4.479,
  "de_lowest_kcal_mol": 3.5,
  "fmax_ha_per_bohr": 0.0335,
  "spin_multiplicity": 1,
  "lumo_ev": -0.43,
  "elements": ["Ca", "N", "S", "N", "S", "N", "S", "N", "C", "C", "C", "C", "C", "C", "C", "C", "C", "C", "C", "C", "C", "C", "C", "C", "C", "C", "C", "C", "C", "C", "C", "C", "C", "C", "C", "C", "C", "C", "C", "C", "C", "C", "C", "C", "H", "H", "H", "H", "H", "H", "H", "H", "H", "H", "H", "H", "H", "H", "H", "H", "H", "H", "H", "H", "H", "H", "H", "H", "H", "H", "H", "H", "H", "H", "S", "C", "C", "C", "C", "C", "N", "H", "H", "H", "H", "F", "C", "C", "C", "C", "C", "C", "C", "H", "H", "H", "H", "H", "H"],
  "xyz": [[-0.0862, -0.4032, 0.0519], [-0.4877, 0.5616, 2.0277], [-0.9078, 1.7644, 2.7130], [-2.5559, 2.0598, 2.8402], [-3.4211, 2.8369, 1.8406], [-3.3048, 2.8116, 0.3165], [-2.8996, 1.4431, -0.5616], [-1.4900, 1.1912, -0.7396], [-3.7672, 1.7983, -2.0595], [-4.6033, 2.8872, -2.2592], [-5.1824, 3.0576, -3.5107], [-4.9272, 2.1449, -4.5265], [-4.0872, 1.0594, -4.3052], [-3.4910, 0.8794, -3.0666], [-3.9716, 0.1898, 0.1614], [-5.3324, 0.1305, -0.1455], [-6.1143, -0.8443, 0.4512], [-5.5458, -1.7597, 1.3325], [-4.1957, -1.6888, 1.6328], [-3.4046, -0.7035, 1.0572], [-5.0555, 2.3739, 2.3458], [-6.0944, 3.0034, 1.6753], [-7.3955, 2.6483, 1.9882], [-7.6341, 1.6701, 2.9469], [-6.5817, 1.0469, 3.5960], [-5.2671, 1.3990, 3.3000], [-3.3856, 4.5758, 2.1755], [-3.0607, 5.4864, 1.1902], [-2.9880, 6.8321, 1.5415], [-3.2396, 7.2281, 2.8442], [-3.5631, 6.2914, 3.8198], [-3.6338, 4.9488, 3.4885], [-0.2610, 3.3396, 2.1686], [-0.1872, 4.4390, 3.0277], [0.2843, 5.6416, 2.5313], [0.6698, 5.7446, 1.1958], [0.5992, 4.6426, 0.3595], [0.1433, 3.4239, 0.8465], [-0.5154, 1.7910, 4.4450], [0.7742, 1.3505, 4.7196], [1.1922, 1.2935, 6.0398], [0.3257, 1.6563, 7.0646], [-0.9637, 2.0827, 6.7750], [-1.3936, 2.1567, 5.4552], [-4.7869, 3.5901, -1.4581], [-5.8280, 3.9077, -3.6935], [-5.3808, 2.2840, -5.5004], [-3.8831, 0.3553, -5.1019], [-2.8151, 0.0482, -2.8819], [-5.7785, 0.8237, -0.8469], [-7.1681, -0.9021, 0.2101], [-6.1575, -2.5357, 1.7766], [-3.7398, -2.4060, 2.3040], [-2.3654, -0.6300, 1.3403], [-5.8895, 3.7505, 0.9168], [-8.2210, 3.1278, 1.4785], [-8.6534, 1.3896, 3.1837], [-6.7741, 0.2760, 4.3311], [-4.4261, 0.9113, 3.7736], [-2.8427, 5.1466, 0.1866], [-2.7224, 7.5650, 0.7906], [-3.1802, 8.2773, 3.1082], [-3.7558, 6.6055, 4.8374], [-3.8739, 4.2042, 4.2394], [-0.4842, 4.3601, 4.0666], [0.3560, 6.4997, 3.1879], [1.0440, 6.6865, 0.8125], [0.9214, 4.7073, -0.6716], [0.0828, 2.5667, 0.1988], [1.4247, 1.0358, 3.9114], [2.1931, 0.9497, 6.2681], [0.6555, 1.5978, 8.0947], [-1.6400, 2.3517, 7.5770], [-2.3963, 2.4822, 5.2149], [-0.6711, -2.2975, -1.8985], [-0.8722, -3.2255, -0.4284], [-1.2300, -4.5934, -0.4281], [-1.3950, -5.2634, 0.7580], [-1.2018, -4.6009, 1.9764], [-0.8450, -3.2773, 1.9128], [-0.6844, -2.6050, 0.7617], [-1.3706, -5.0850, -1.3817], [-1.6703, -6.3123, 0.7493], [-1.3110, -5.1027, 2.9287], [-0.6630, -2.7041, 2.8169], [3.6252, 3.3771, -3.3477], [3.3428, 2.4067, -2.4239], [3.1876, 2.7520, -1.1042], [2.8959, 1.7622, -0.1677], [2.7730, 0.3879, -0.5054], [2.3909, -0.6094, 0.4582], [2.9478, 0.1067, -1.8893], [3.2225, 1.0937, -2.8263], [3.3095, 3.7881, -0.8060], [2.7890, 2.0456, 0.8758], [2.5633, -0.3561, 1.5057], [2.6228, -1.6457, 0.2136], [2.8510, -0.9211, -2.2204], [3.3505, 0.8457, -3.8739]],
  "forces_ev_per_a": [[1.360, -0.711, -0.784], [-0.119, 0.750, 1.019], [-0.282, -0.180, -0.025], [0.270, -0.056, -0.050], [-0.113, 0.083, 0.221], [0.041, -0.196, -0.323], [-0.005, 0.353, 0.094], [-0.611, 0.124, -0.216], [-0.045, 0.091, -0.170], [0.022, -0.101, -0.100], [0.014, -0.013, -0.005], [0.003, 0.003, 0.027], [0.009, -0.015, -0.011], [-0.098, 0.090, -0.112], [-0.122, -0.083, 0.095], [0.155, -0.029, 0.052], [0.009, -0.043, 0.018], [-0.029, 0.027, -0.053], [0.006, -0.017, 0.009], [-0.065, 0.028, -0.048], [0.034, 0.030, -0.095], [-0.244, -0.031, 0.048], [0.065, 0.061, -0.067], [-0.102, -0.012, 0.017], [0.180, -0.013, 0.020], [-0.235, -0.116, 0.044], [0.058, -0.103, 0.070], [0.075, 0.251, 0.035], [0.020, -0.138, -0.121], [-0.001, 0.092, 0.042], [-0.015, -0.102, 0.031], [-0.002, 0.232, 0.100], [0.066, 0.192, -0.011], [-0.031, -0.095, -0.106], [0.004, 0.019, -0.049], [0.002, -0.006, 0.048], [0.040, 0.021, -0.002], [-0.079, 0.175, 0.138], [-0.001, -0.094, 0.141], [-0.052, -0.001, 0.171], [0.025, -0.017, 0.011], [-0.009, 0.006, -0.023], [0.013, -0.001, -0.040], [0.119, -0.012, 0.042], [0.018, -0.023, -0.001], [0.010, -0.025, 0.004], [0.016, -0.003, 0.034], [-0.018, 0.023, 0.018], [-0.030, 0.063, 0.006], [0.047, -0.002, 0.009], [0.007, -0.002, 0.014], [0.001, 0.027, -0.018], [-0.009, 0.011, -0.004], [0.051, 0.031, -0.021], [0.009, -0.025, 0.044], [0.001, -0.012, 0.016], [0.038, 0.009, -0.008], [0.002, 0.015, -0.016], [-0.018, 0.035, -0.006], [-0.025, 0.005, 0.035], [-0.008, -0.014, 0.014], [-0.002, -0.042, -0.013], [0.004, 0.007, -0.020], [-0.004, 0.019, -0.051], [0.005, -0.031, -0.054], [0.002, -0.009, -0.014], [-0.019, -0.016, 0.028], [-0.011, 0.011, 0.013], [-0.008, -0.092, -0.069], [-0.042, 0.019, 0.006], [-0.024, 0.017, 0.007], [-0.012, 0.005, -0.035], [0.019, 0.002, -0.023], [0.026, -0.022, -0.018], [-0.199, -0.384, 0.273], [-0.025, 0.116, 0.099], [0.006, 0.064, -0.147], [-0.015, -0.098, 0.033], [-0.030, -0.092, -0.101], [0.122, 0.221, -0.207], [-0.272, -0.354, 0.075], [-0.001, -0.005, 0.045], [0.003, 0.021, -0.010], [-0.002, 0.008, -0.046], [-0.001, 0.046, -0.018], [-0.010, -0.010, 0.002], [0.023, 0.028, -0.102], [-0.068, -0.075, 0.358], [0.067, 0.090, -0.036], [-0.078, 0.090, 0.044], [0.113, 0.110, -0.119], [-0.090, 0.069, -0.026], [-0.028, -0.285, -0.001], [-0.010, -0.049, 0.022], [0.013, 0.018, -0.010], [0.058, -0.007, -0.078], [0.062, 0.072, -0.025], [0.017, -0.002, -0.024], [-0.010, -0.018, 0.042]]
}